{
  "formula": "C10H21BrO5S2Si",
  "method": "ωB97M-V/def2-TZVPD",
  "charge": 0,
  "lumo_energy_ev": 0.58,
  "relative_energy_kj_mol": 55.3,
  "smiles": "O=C(Br)C[SiH3].O=S1(=O)CCCC1.O=S1(=O)CCCC1",
  "elements": ["O", "C", "Br", "C", "Si", "H", "H", "H", "H", "H", "O", "S", "O", "C", "C", "C", "C", "H", "H", "H", "H", "H", "H", "H", "H", "O", "S", "O", "C", "C", "C", "C", "H", "H", "H", "H", "H", "H", "H", "H"],
  "positions_angstrom": [[-1.681, 1.921, -2.428], [-0.486, 2.148, -2.202], [0.922, 1.220, -3.287], [0.071, 3.117, -1.057], [0.309, 1.970, 0.506], [-0.620, 3.986, -0.817], [1.096, 3.537, -1.373], [0.050, 0.553, 0.162], [1.627, 2.186, 1.098], [-0.693, 2.379, 1.486], [-2.877, -0.683, 4.929], [-2.668, 0.447, 4.053], [-1.561, 0.508, 3.126], [-4.183, 0.762, 3.165], [-4.958, 1.713, 4.067], [-3.933, 2.727, 4.579], [-2.700, 1.943, 5.035], [-4.707, -0.175, 2.979], [-3.922, 1.242, 2.219], [-5.775, 2.199, 3.530], [-5.387, 1.164, 4.911], [-3.657, 3.408, 3.768], [-4.336, 3.334, 5.393], [-1.781, 2.505, 4.867], [-2.774, 1.656, 6.085], [3.880, -0.647, -3.198], [4.008, -1.992, -2.688], [4.450, -2.266, -1.339], [2.474, -2.856, -2.980], [2.640, -3.458, -4.369], [4.064, -4.017, -4.413], [4.994, -2.947, -3.837], [1.637, -2.162, -2.909], [2.382, -3.636, -2.221], [1.895, -4.233, -4.561], [2.525, -2.681, -5.131], [4.119, -4.922, -3.799], [4.360, -4.291, -5.428], [5.839, -3.389, -3.308], [5.356, -2.271, -4.614]],
  "forces_ev_per_angstrom": [[4.44, 0.76, 0.84], [-3.38, 0.74, 0.27], [-0.57, 0.49, 0.73], [0.71, -0.44, -1.31], [-0.45, 0.27, -0.33], [0.59, -1.34, -0.56], [-1.62, -0.75, 0.38], [0.18, 0.16, -0.10], [0.30, -0.03, -0.04], [-0.19, 0.15, 0.11], [0.23, 0.13, -0.23], [0.08, -0.07, -0.21], [-0.10, -0.32, 0.33], [-0.45, 0.10, -0.18], [-0.12, 0.01, 0.12], [-0.09, 0.20, -0.05], [0.01, 0.52, 0.32], [0.21, -0.03, 0.02], [0.06, -0.08, 0.07], [0.06, -0.06, 0.04], [0.01, 0.01, -0.09], [-0.02, -0.07, 0.06], [0.06, -0.04, -0.07], [0.01, -0.23, 0.02], [0.05, -0.11, -0.13], [0.13, -0.13, 0.24], [-0.09, -0.09, 0.32], [-0.02, 0.38, -0.26], [-0.42, -0.21, -0.17], [-0.02, 0.02, -0.16], [-0.03, -0.21, -0.07], [0.35, -0.33, -0.38], [0.15, 0.08, 0.12], [0.06, 0.11, 0.00], [0.04, 0.08, 0.01], [-0.04, -0.04, 0.08], [-0.01, 0.08, -0.04], [0.00, 0.02, 0.10], [-0.06, 0.22, 0.05], [-0.07, 0.05, 0.15]]
}